(1)
51
Properties=species:S:1:pos:R:3:lowdin_charge:R:1 method="wB97M-V/def2-TZVPD" de_lowest_kcal_mol=210.0 spin_multiplicity=5 total_charge=0 s2=6.011 homo_lumo_gap_ev="6.259 / 6.297" energy_ha=-2722.6924 e_lumo_ev="-0.3 / -0.3"
C -0.8420 0.7708 2.1764 -0.169
C 0.3920 1.3252 1.8619 -0.293
C 0.2811 2.1710 0.6471 -0.293
H 1.2850 1.0825 2.4231 0.072
C -0.9539 2.1361 0.1282 -0.168
C -1.8094 1.1929 1.0716 -0.140
H -2.9362 1.1344 0.8677 0.126
H -1.1219 -0.1508 2.7282 0.119
H 1.0995 2.7370 0.2001 0.101
H -1.4571 2.4822 -0.8385 0.131
Pm 0.0231 -0.2696 0.0022 1.289
Cl -0.9005 -0.2953 -2.3660 -0.048
P 2.4269 -0.3277 -0.9353 0.867
C 2.8181 1.2156 -1.6392 -0.389
C 4.1104 1.6682 -1.3846 -0.098
H 4.7353 1.1543 -0.6626 0.107
C 4.5777 2.7797 -2.0686 -0.072
H 5.5878 3.1337 -1.8718 0.107
C 3.7740 3.4341 -3.0034 -0.067
H 4.1532 4.3048 -3.5374 0.107
C 2.4814 2.9640 -3.2544 -0.063
H 1.8516 3.4624 -3.9902 0.113
C 1.9907 1.8608 -2.5766 -0.078
H 0.9879 1.4819 -2.7744 0.045
C 3.3194 -0.6633 0.5522 -0.367
C 3.5248 0.2966 1.5584 -0.109
H 3.0673 1.2836 1.4880 0.105
C 4.3329 -0.0248 2.6389 -0.066
H 4.5107 0.7204 3.4127 0.114
C 4.9216 -1.2887 2.7301 -0.069
H 5.5571 -1.5361 3.5789 0.107
C 4.6908 -2.2369 1.7306 -0.074
H 5.1407 -3.2230 1.7956 0.108
C 3.8900 -1.9371 0.6451 -0.079
H 3.6973 -2.6655 -0.1381 0.105
C 2.4782 -1.6284 -2.0630 -0.412
C 3.5697 -1.4818 -2.9088 -0.077
H 4.1731 -0.5841 -2.8657 0.108
C 3.8510 -2.4981 -3.8035 -0.062
H 4.7056 -2.3865 -4.4666 0.110
C 3.0559 -3.6417 -3.8604 -0.059
H 3.2885 -4.4341 -4.5708 0.110
C 1.9558 -3.7651 -3.0045 -0.064
H 1.3283 -4.6549 -3.0481 0.114
C 1.6520 -2.7650 -2.0955 -0.100
H 0.7910 -2.8586 -1.4306 0.088
F -2.0051 -0.3256 0.2622 -0.407
B -3.6796 -0.2036 1.0905 -1.070
F -3.7622 0.3636 2.3099 0.214
F -4.3056 0.2094 0.0098 0.276
F -3.4668 -1.5652 1.1983 0.153

***

(2)
55
Properties=species:S:1:pos:R:3:lowdin_charge:R:1 method="wB97M-V/def2-TZVPD" de_lowest_kcal_mol=63.6 spin_multiplicity=5 total_charge=-1 s2=6.156 homo_lumo_gap_ev="4.880 / 6.590" energy_ha=-3176.9278 e_lumo_ev="2.1 / 2.2"
Mn -1.1029 -0.4254 -0.4557 0.620
C -2.1665 -0.8594 2.6787 -0.041
O -1.1180 -0.5530 1.7757 -0.201
C 0.1846 -0.7200 2.2120 -0.214
C 0.5228 -0.8744 3.5392 -0.043
C 1.8583 -1.0367 3.9051 -0.120
C 2.8385 -1.0316 2.9261 -0.114
C 2.5040 -0.8640 1.5925 -0.017
C 1.1671 -0.7165 1.1953 -0.195
N 0.7680 -0.5819 -0.1140 -0.122
N 1.7430 -0.5848 -1.0103 0.078
C 1.5323 -0.3732 -2.3113 -0.160
C 0.2593 -0.0816 -2.9050 -0.306
O -0.8335 -0.0746 -2.1874 -0.180
C 0.1842 0.2068 -4.2815 -0.017
C 1.2863 0.1673 -5.0919 -0.062
C 2.5547 -0.1843 -4.5715 -0.191
C 3.6901 -0.3128 -5.4012 -0.060
C 4.9049 -0.6849 -4.8894 -0.119
C 5.0385 -0.9325 -3.5133 -0.107
C 3.9515 -0.8070 -2.6836 -0.036
C 2.6859 -0.4449 -3.1834 -0.101
H -2.2236 -0.1092 3.4715 0.084
H -2.0220 -1.8507 3.1134 0.108
H -3.0899 -0.8526 2.1040 0.088
H -0.2389 -0.8668 4.3072 0.101
H 2.1168 -1.1702 4.9476 0.088
H 3.8776 -1.1633 3.2022 0.093
H 3.2631 -0.8578 0.8261 0.089
H -0.7966 0.4416 -4.6774 0.113
H 1.1904 0.3811 -6.1503 0.099
H 3.5741 -0.1326 -6.4646 0.101
H 5.7635 -0.7924 -5.5422 0.088
H 5.9984 -1.2320 -3.1104 0.089
H 4.0391 -0.9948 -1.6227 0.092
S -0.6757 2.1977 -0.0134 0.736
C -1.5034 2.3611 1.4507 -0.728
N -2.8662 2.2628 1.4642 0.078
C -3.6156 2.3672 2.5833 -0.072
C -3.0270 2.6181 3.7831 -0.081
C -1.6232 2.7317 3.8379 -0.060
C -0.8810 2.6090 2.6914 -0.089
H -3.3186 1.9895 0.5987 0.122
H -4.6765 2.2228 2.4503 0.126
H -3.6272 2.7171 4.6753 0.100
H -1.1312 2.9015 4.7868 0.109
H 0.1966 2.6725 2.7134 0.111
C -1.2979 -2.2901 -0.5799 -0.039
H -2.1843 -2.7609 -0.1474 -0.017
H -0.6275 -3.0037 -1.0513 -0.018
F -5.0242 -1.3365 0.4060 0.138
B -4.6639 -0.1398 -0.1888 -1.202
F -3.1843 -0.1129 -0.2375 0.004
F -5.0405 0.9496 0.6192 0.098
F -5.1334 0.0125 -1.4717 0.158

***

(3)
59
Properties=species:S:1:pos:R:3:lowdin_charge:R:1 method="wB97M-V/def2-TZVPD" de_lowest_kcal_mol=34.6 spin_multiplicity=1 total_charge=+1 homo_lumo_gap_ev=6.575 energy_ha=-4825.6498 e_lumo_ev=-4.2
Ti -0.2966 -1.9135 -0.6068 0.625
Cl 1.7259 -0.7553 -2.1834 0.751
C 0.6631 -1.7328 -3.1598 -0.707
C 0.1288 -1.1755 -4.3121 -0.096
C -0.7163 -1.9451 -5.0841 -0.031
C -1.0215 -3.2516 -4.7155 -0.073
C -0.4880 -3.7906 -3.5637 -0.683
Cl -0.8466 -5.4235 -3.1581 0.751
C 0.3715 -3.0400 -2.7283 -0.744
S 1.0238 -3.6858 -1.2225 0.704
H 0.3704 -0.1573 -4.5793 0.123
H -1.1453 -1.5319 -5.9862 0.125
H -1.6716 -3.8580 -5.3300 0.120
O -6.4235 -4.6742 2.1541 0.163
C -5.7462 -3.8739 1.6004 -0.507
O -5.8589 -2.6622 1.1156 0.148
C -4.4526 -3.4947 1.0347 -0.177
C -4.0533 -3.8388 -0.3226 0.042
C -2.8574 -3.4653 -0.8022 -0.097
N -1.9176 -2.7913 -0.0454 -0.118
C -2.2462 -2.5503 1.2834 -0.185
C -3.4124 -2.8822 1.8506 0.116
C -1.1573 -1.8592 2.0244 -0.479
O -1.1481 -1.5036 3.1634 0.145
O -0.1095 -1.6216 1.1780 -0.207
H -4.7347 -4.3938 -0.9505 0.133
H -2.5665 -3.7031 -1.8166 0.088
H -3.5770 -2.6831 2.9004 0.150
N 1.2982 1.7973 4.5205 0.147
C 1.6160 0.4664 3.8954 -0.142
C 2.5439 0.6560 2.6990 -0.266
N 2.7121 -0.5501 1.9106 0.033
H 0.6091 1.7073 5.2660 0.166
H 0.9140 2.4709 3.7954 -0.012
H 2.1333 2.2309 4.9145 0.163
H 0.6650 0.0315 3.5904 0.098
H 2.0517 -0.1693 4.6657 0.135
H 3.5201 1.0214 3.0269 0.126
H 2.1253 1.4364 2.0593 0.083
H 1.8033 -0.9481 1.7027 0.028
H 3.2582 -1.2533 2.3927 0.084
S 0.4647 3.9353 2.3083 0.649
C 0.0630 2.9465 1.0129 -1.049
S -1.1015 1.6686 1.0685 1.044
C -0.7262 1.2606 -0.5864 -1.037
N 0.1336 2.0485 -1.1276 0.058
N 0.5595 2.9913 -0.2335 -0.142
C 1.5492 3.9316 -0.6863 -0.235
C 1.2668 5.2854 -0.6494 -0.032
C 2.2291 6.1782 -1.0940 -0.056
C 3.4455 5.7107 -1.5710 -0.066
C 3.7076 4.3481 -1.6071 -0.063
C 2.7552 3.4461 -1.1604 -0.013
S -1.5556 -0.0401 -1.4153 0.660
H 0.3121 5.6328 -0.2785 0.116
H 2.0241 7.2395 -1.0724 0.113
H 4.1919 6.4115 -1.9192 0.111
H 4.6551 3.9865 -1.9821 0.110
H 2.9396 2.3799 -1.1831 0.110

***

(4)
50
Properties=species:S:1:pos:R:3:lowdin_charge:R:1 method="wB97M-V/def2-TZVPD" de_lowest_kcal_mol=46.5 spin_multiplicity=2 total_charge=+1 s2=0.755 homo_lumo_gap_ev="4.679 / 4.689" energy_ha=-2914.0181 e_lumo_ev="-6.5 / -6.5"
C -1.5859 -1.0388 1.2296 -0.084
C -1.8433 0.3339 1.2002 -0.047
C -2.0874 0.6984 -0.2257 -0.117
H -1.8320 1.0286 2.0327 0.124
C -1.9052 -0.4448 -0.9979 -0.138
C -1.6500 -1.5694 -0.1023 -0.099
H -1.8203 -2.5333 -0.3939 0.089
H -1.2262 -1.5506 2.1206 0.142
H -2.3484 1.6755 -0.5634 0.121
H -1.9999 -0.5996 -2.0500 0.138
V 0.0255 -0.0725 -0.1687 0.722
Cl 1.2273 0.4685 -1.9893 0.195
P 0.8164 3.6947 -0.1476 1.065
C -0.1884 4.8861 -1.1464 -0.391
C -0.7166 6.0931 -0.6498 -0.078
H -0.5371 6.3931 0.3884 0.107
C -1.4738 6.9239 -1.4894 -0.069
H -1.8782 7.8597 -1.0927 0.111
C -1.7102 6.5551 -2.8198 -0.072
H -2.2995 7.2069 -3.4720 0.110
C -1.1920 5.3468 -3.3169 -0.078
H -1.3696 5.0610 -4.3574 0.109
C -0.4443 4.5076 -2.4864 -0.114
H -0.0441 3.5563 -2.8594 0.093
C 0.6271 4.4438 1.5328 -0.395
C -0.5099 4.0325 2.2699 -0.127
H -1.2206 3.3283 1.8206 0.076
C -0.7301 4.5421 3.5504 -0.083
H -1.6211 4.2375 4.1069 0.107
C 0.1832 5.4474 4.1184 -0.072
H 0.0062 5.8415 5.1235 0.111
C 1.3177 5.8421 3.3993 -0.064
H 2.0368 6.5412 3.8359 0.113
C 1.5457 5.3404 2.1085 -0.073
H 2.4372 5.6573 1.5558 0.108
C 2.5205 4.2721 -0.5754 -0.389
C 2.8063 5.4419 -1.3036 -0.076
H 1.9968 6.0928 -1.6516 0.107
C 4.1384 5.7826 -1.5822 -0.067
H 4.3495 6.6946 -2.1478 0.111
C 5.1848 4.9616 -1.1438 -0.070
H 6.2223 5.2318 -1.3617 0.111
C 4.9029 3.7882 -0.4246 -0.076
H 5.7166 3.1474 -0.0745 0.109
C 3.5801 3.4361 -0.1490 -0.116
H 3.3484 2.5148 0.3983 0.095
O -0.4740 -4.1085 1.1411 0.100
N -0.3620 -3.8154 -0.0347 -0.222
O 0.3917 -4.3618 -0.7962 0.142
O 0.7005 -1.5479 -0.0354 -0.296